(1)
Molecular formula: C37H30BN5O4SSeW
Method: DFT, ωB97M-V with the def2-TZVPD basis set

Last column: Mulliken charge in e.
Geometry (Å):
W (-0.35488, 0.42240, 2.38033)  1.58
S (-4.90695, 1.34138, 3.43467)  -0.43
C (-4.61324, -0.18336, 4.22342)  0.70
C (-5.49011, -0.92502, 4.99461)  -0.73
C (-5.03164, -2.10894, 5.53964)  -0.45
C (-3.71897, -2.52405, 5.33144)  -0.96
C (-2.84621, -1.78969, 4.55638)  0.19
C (-3.29247, -0.60505, 3.96933)  -0.77
N (-2.57328, 0.23710, 3.15950)  0.23
C (-3.27493, 1.30925, 2.81620)  0.70
C (-2.71334, 2.35667, 2.02246)  0.80
C (-3.48524, 3.45807, 1.62721)  -1.01
C (-2.91786, 4.43588, 0.84639)  -0.83
C (-1.57422, 4.33420, 0.49444)  -0.75
C (-0.81207, 3.26005, 0.91686)  -0.53
C (-1.33247, 2.20024, 1.68477)  0.44
H (-6.49874, -0.58000, 5.15997)  0.42
H (-5.69582, -2.70991, 6.13947)  0.40
H (-3.37729, -3.43952, 5.78658)  0.46
H (-1.82555, -2.10891, 4.41569)  0.13
H (-4.52132, 3.52163, 1.93053)  0.43
H (-3.50542, 5.27566, 0.51073)  0.38
H (-1.12735, 5.10020, -0.12265)  0.45
H (0.23443, 3.22593, 0.63339)  0.53
C (6.86067, 1.40971, -2.77665)  -1.61
C (6.21545, 2.48101, -1.88605)  2.03
C (7.30068, 3.26420, -1.13678)  -1.63
C (5.46972, 3.46763, -2.78847)  -2.10
C (5.29467, 1.78340, -0.89576)  0.56
C (5.82330, 0.83512, -0.01634)  -0.52
C (5.04651, 0.11374, 0.87601)  -1.97
C (3.68940, 0.37049, 0.88528)  1.01
O (2.67958, -0.15384, 1.63286)  -0.29
B (1.48861, 0.45094, 1.21628)  0.35
O (1.80121, 1.36196, 0.20001)  -0.31
C (3.14850, 1.31682, 0.01236)  0.27
C (3.92528, 2.03047, -0.87566)  -0.90
H (7.49396, 1.87609, -3.52825)  0.45
H (6.09046, 0.83077, -3.28251)  0.36
H (7.46962, 0.72666, -2.19149)  0.35
H (7.95231, 3.76198, -1.85188)  0.45
H (7.90836, 2.61336, -0.51486)  0.32
H (6.84457, 4.02014, -0.50115)  0.39
H (6.17257, 3.91036, -3.49078)  0.44
H (5.02876, 4.27074, -2.20311)  0.40
H (4.69115, 2.96958, -3.36085)  0.39
H (6.88624, 0.64819, -0.01608)  0.40
H (5.48127, -0.62492, 1.53000)  0.49
H (3.45767, 2.75494, -1.51900)  0.59
Se (0.95232, -3.76314, 4.48884)  -0.14
C (0.56741, -2.28591, 3.73665)  0.34
N (0.24379, -1.28830, 3.17936)  -0.78
N (-2.52544, -2.23747, -4.03121)  0.03
C (-2.98942, -3.21780, -4.86193)  0.69
C (-3.17888, -3.27943, -6.23155)  -1.00
C (-3.68431, -4.46074, -6.74058)  -0.43
C (-3.98455, -5.54426, -5.91176)  -0.44
C (-3.79781, -5.49352, -4.54825)  -0.80
C (-3.29448, -4.31118, -4.00832)  0.56
N (-3.01599, -3.98179, -2.71950)  -0.65
C (-2.55812, -2.74553, -2.74534)  0.08
C (-2.13638, -2.01534, -1.59862)  1.23
C (-1.66395, -0.68405, -1.65117)  -1.05
C (-1.23990, -0.05411, -0.51968)  -0.10
N (-1.22859, -0.62795, 0.72919)  -0.04
C (-1.70354, -1.91848, 0.77550)  -0.29
C (-2.14149, -2.61128, -0.31539)  -0.91
H (-2.20620, -1.32807, -4.31398)  0.17
H (-2.94175, -2.44499, -6.87399)  0.39
H (-3.84382, -4.55049, -7.80405)  0.38
H (-4.36961, -6.44562, -6.36363)  0.38
H (-4.02832, -6.33232, -3.91218)  0.45
H (-1.62029, -0.14472, -2.58573)  0.31
H (-0.85623, 0.95912, -0.57491)  0.25
H (-1.70192, -2.38500, 1.75618)  0.38
H (-2.49577, -3.62608, -0.22711)  0.54
O (1.06313, 1.92868, 3.35043)  -0.52
C (0.63372, 1.71636, 4.50678)  -0.13
O (-0.36429, 0.99073, 4.68028)  -0.57
H (1.14512, 2.18891, 5.36718)  0.39

The spin multiplicity is 3. As for the HOMO-LUMO gap (spin up / spin down): 5.84 / 6.61 eV. For the energy above the lowest of the compared OMol25 structures with the same formula, charge and spin, the calculation gives 35.78 kcal/mol. The calculation puts the total energy at -4894.420298 a.u. Its expectation value of S² is 2.03.


(2)
Molecular formula: C37H30BrCsF3IN4O3S2
Method: DFT, ωB97M-V with the def2-TZVPD basis set

Last column: Mulliken charge in e.
Geometry (Å):
Cs (-0.29283, -0.10724, 0.47577)  1.16
C (-3.87879, -2.40037, 1.88076)  -1.02
C (-2.87055, -3.34139, 1.28769)  0.46
N (-2.79945, -4.56948, 1.74321)  -0.75
C (-1.89473, -5.41874, 1.20185)  -0.97
C (-1.08363, -5.08157, 0.15058)  0.64
C (-0.15384, -6.10959, -0.43321)  -0.83
O (-0.54212, -6.56911, -1.73802)  -0.59
C (-1.18132, -3.78629, -0.40614)  1.73
C (-0.40917, -3.44345, -1.60381)  -1.00
N (-0.70297, -2.67475, -2.58096)  -0.62
C (-1.94884, -2.08321, -2.78185)  -0.03
C (-3.14438, -2.80280, -2.74588)  0.10
C (-4.34996, -2.19447, -3.04911)  -0.71
C (-4.39661, -0.85081, -3.40219)  -0.63
C (-3.21729, -0.12022, -3.46338)  -0.46
C (-2.01528, -0.74222, -3.17314)  -0.07
I (-0.22421, 0.34176, -3.28203)  0.31
C (-2.03341, -2.83126, 0.22079)  -0.21
O (-2.06209, -1.60119, -0.09996)  -0.93
H (-4.60432, -2.96583, 2.46482)  0.37
H (-4.37730, -1.83398, 1.09185)  0.27
H (-3.39320, -1.66946, 2.53394)  0.10
H (-1.85159, -6.41529, 1.63219)  0.31
H (-0.15681, -6.99560, 0.19924)  0.39
H (0.86893, -5.72314, -0.45960)  0.28
H (-0.69174, -5.79507, -2.29131)  0.47
H (0.58091, -3.89708, -1.70601)  0.65
H (-3.11043, -3.84492, -2.44868)  0.43
H (-5.26776, -2.76831, -2.99072)  0.38
H (-5.34028, -0.36840, -3.62427)  0.37
H (-3.23409, 0.92650, -3.73662)  0.49
S (-2.01394, 3.78557, 2.64507)  -0.54
C (-2.60575, 3.85311, 1.01833)  -0.13
C (-3.51503, 4.86827, 0.60770)  -0.51
C (-3.99019, 4.90612, -0.68193)  -0.27
C (-3.57513, 3.93871, -1.60087)  -0.67
C (-2.68918, 2.98331, -1.13809)  0.37
N (-2.21494, 2.92917, 0.10796)  -0.08
H (-3.82047, 5.60101, 1.34162)  0.38
H (-4.68671, 5.68202, -0.98293)  0.32
H (-3.92462, 3.92995, -2.62572)  0.40
H (-2.32812, 2.20816, -1.81114)  -0.10
Br (-0.77337, -2.54230, 7.18977)  -0.23
C (-0.51204, -0.87746, 6.28367)  0.08
C (0.50882, -0.04604, 6.71932)  -0.15
C (0.65166, 1.16803, 6.06857)  -0.45
C (-0.20810, 1.48690, 5.03280)  -0.30
C (-1.17267, 0.56144, 4.67594)  -0.20
N (-1.33123, -0.61559, 5.29573)  -0.45
H (1.15996, -0.34831, 7.52618)  0.39
H (1.43175, 1.85625, 6.37132)  0.38
H (-0.15149, 2.42719, 4.49804)  0.29
H (-1.85595, 0.78180, 3.86730)  0.60
F (3.58864, -0.94809, 1.35330)  -0.09
C (3.79206, -2.25841, 0.76483)  -0.85
F (3.36198, -1.97055, -0.57639)  -0.05
F (2.63348, -2.88709, 1.25304)  -0.08
O (1.50203, 1.45630, 0.13860)  -0.55
S (2.56548, 0.86713, -0.72259)  0.61
C (2.64805, 1.97809, -2.15379)  0.02
C (1.96995, 3.18480, -2.09323)  -0.21
C (2.02392, 4.04399, -3.18273)  -0.63
C (2.74390, 3.68754, -4.31783)  -0.41
C (3.40061, 2.46327, -4.37231)  -0.54
C (3.34746, 1.59763, -3.28948)  -0.21
C (4.12503, 1.47964, -0.04756)  0.35
C (5.32061, 0.89831, -0.43779)  -0.34
C (6.50809, 1.40649, 0.06442)  -0.70
C (6.48850, 2.47387, 0.95569)  -0.35
C (5.27810, 3.02306, 1.35909)  -0.71
C (4.08210, 2.51947, 0.86154)  -0.32
H (1.39493, 3.42503, -1.20351)  0.37
H (1.49211, 4.98707, -3.14835)  0.41
H (2.78348, 4.35885, -5.16718)  0.36
H (3.94183, 2.17717, -5.26578)  0.38
H (3.84153, 0.63186, -3.32629)  0.40
H (5.31316, 0.03321, -1.09219)  0.38
H (7.44928, 0.95266, -0.22030)  0.38
H (7.41853, 2.86593, 1.35027)  0.37
H (5.26126, 3.84121, 2.06926)  0.39
H (3.11977, 2.91116, 1.17288)  0.40

As for the net charge: -2. As for the HOMO-LUMO gap: 5.73 eV. For the energy above the lowest of the compared OMol25 structures with the same formula, charge and spin, the calculation gives 48.68 kcal/mol. The calculation puts the total energy at -5860.500104 a.u.